No. 1
# C2H2Br2Cl2

A structure of composition C2H2Br2Cl2 at a distorted geometry (ωB97M-V/def2-TZVPD, the Open Molecules 2025 dataset).

Structure (XYZ):
```
8
Properties=species:S:1:pos:R:3:forces:R:3:lowdin_charge:R:1
C -0.19059 -0.63539 -0.86641 -1.39 -0.86 -0.72 -1.250
C -1.07122 -0.14119 0.24995 -0.95 2.08 0.89 -1.176
Cl -1.13413 -1.30808 -2.24057 -0.14 0.33 -0.07 0.527
Cl 0.82830 -1.93952 -0.32918 0.79 0.11 0.41 0.620
Br -1.52163 1.76719 -0.20173 0.18 -0.23 -0.06 0.581
Br -2.77837 -0.97765 0.49768 0.34 -0.52 0.35 0.636
H 0.22689 0.24326 -1.31457 1.31 0.00 0.08 0.016
H -0.58387 0.06361 1.22864 -0.13 -0.92 -0.88 0.046
```
Positions in Å, forces in eV/Å.

## Properties
Frontier orbital gap (Eh): 0.3866

No. 2
# C2H2Br2I2

A structure of composition C2H2Br2I2 at a distorted geometry (ωB97M-V/def2-TZVPD, the Open Molecules 2025 dataset).

Structure (XYZ):
```
8
Properties=species:S:1:pos:R:3:forces:R:3:lowdin_charge:R:1
C 2.00258 0.20549 -0.77021 -2.78 -0.07 1.64 -0.807
C 1.04809 -0.67745 -0.47820 0.53 -0.47 -1.18 -1.340
Br 1.33382 -2.53641 -0.89515 0.00 0.55 0.17 0.639
Br -0.70212 -0.26132 -0.06777 -0.54 0.04 0.49 0.638
I 1.77722 2.15845 -0.19685 0.33 0.45 -0.22 0.857
I -4.59319 1.00531 1.31371 -0.22 0.56 -0.21 0.395
H -3.97770 -0.36896 1.77659 0.25 -0.57 0.20 -0.375
H 2.85944 -0.15442 -1.18871 2.44 -0.47 -0.90 -0.007
```
Positions in Å, forces in eV/Å.

## Properties
Frontier orbital gap (Eh): 0.3450

No. 3
# C2H2Br2I2

A structure of composition C2H2Br2I2 at a distorted geometry (ωB97M-V/def2-TZVPD, the Open Molecules 2025 dataset).

Structure (XYZ):
```
8
Properties=species:S:1:pos:R:3:forces:R:3:lowdin_charge:R:1
C -0.05429 -0.76180 -0.87086 0.07 0.02 -0.64 -0.755
C -0.33044 -2.08708 -0.33808 -0.75 -0.69 -2.58 -1.363
Br -0.69590 -3.51810 -1.64290 0.43 1.13 0.82 0.590
Br -0.60555 -2.60855 1.36825 -0.01 0.22 0.97 0.709
I 2.04290 -0.26966 -0.22485 0.06 0.02 -0.37 0.644
I -3.37205 0.41691 0.09425 -0.12 -0.02 0.03 0.166
H -0.52512 0.08724 -0.36470 -0.11 -0.47 -0.15 -0.071
H -0.17084 -0.68268 -2.01136 0.43 -0.21 1.93 0.080
```
Positions in Å, forces in eV/Å.

## Properties
Frontier orbital gap (alpha / beta) (Eh): 0.3033 / 0.1675

No. 4
# C2H2Br3OP

A structure of composition C2H2Br3OP at a distorted geometry (ωB97M-V/def2-TZVPD, the Open Molecules 2025 dataset).

Structure (XYZ):
```
9
Properties=species:S:1:pos:R:3:forces:R:3:lowdin_charge:R:1
C 1.39769 0.57295 -0.59754 -2.62 -2.50 3.13 -0.780
C 0.06347 -0.64812 -0.00042 2.98 1.25 0.13 -0.469
O 1.28736 1.25561 -1.51357 0.31 0.81 -1.36 0.048
P -1.56118 0.16208 -0.37510 1.14 1.02 -0.31 0.040
Br 2.84255 0.63048 0.76673 -0.27 -0.01 -0.59 0.612
Br -3.10379 -1.27921 0.12611 -0.23 -0.69 0.41 0.224
Br -1.61082 1.60268 1.32842 -0.02 -0.12 0.05 0.199
H 0.46156 -0.90949 1.08315 -1.20 0.30 -2.42 0.077
H 0.22316 -1.38698 -0.81780 -0.09 -0.05 0.96 0.048
```
Positions in Å, forces in eV/Å.

## Properties
Frontier orbital gap (Eh): 0.3385

No. 5
# C2H2Br3P

A cluster of 2 separate species, C2H2Br3P in total at a distorted geometry (ωB97M-V/def2-TZVPD, the Open Molecules 2025 dataset).

Structure (XYZ):
```
8
Properties=species:S:1:pos:R:3:forces:R:3:lowdin_charge:R:1
C 1.59131 0.03704 0.07323 1.07 0.45 -1.56 -0.038
C 0.29643 0.24849 0.07568 1.64 -1.85 0.42 -0.567
P -1.06521 1.28956 0.22929 -0.28 0.58 -0.93 0.045
Br -1.12487 -2.38206 -0.23848 1.04 1.17 0.22 -0.197
Br -2.17619 0.36925 1.79954 -0.50 -0.19 0.59 0.302
Br -1.97419 0.64366 -1.67396 -0.31 0.53 0.08 0.255
H 1.93159 -0.94809 -0.27000 -0.37 -0.05 0.55 0.072
H 2.52113 0.74214 0.00471 -2.28 -0.64 0.64 0.128
```
Positions in Å, forces in eV/Å.

## Properties
Frontier orbital gap (alpha / beta) (Eh): 0.2296 / 0.2296

No. 6
# C2H2Br6

A structure of composition C2H2Br6 (ωB97M-V/def2-TZVPD, the Open Molecules 2025 dataset).

Structure (XYZ):
```
10
Properties=species:S:1:pos:R:3:forces:R:3:lowdin_charge:R:1
C 1.61811 1.47300 -1.01344 -0.04 0.23 0.18 -1.656
Br 3.36028 1.99578 -1.61329 0.09 0.04 -0.08 0.586
Br 1.44512 1.68148 0.89001 -0.06 -0.04 0.07 0.576
Br 1.19244 -0.30756 -1.56137 -0.05 -0.27 -0.14 0.619
H 0.89454 2.13625 -1.46523 0.03 -0.01 -0.06 -0.026
C -1.60669 -1.35904 0.88161 0.12 0.07 0.00 -1.692
Br -0.89227 -1.62348 2.64278 0.06 0.02 0.05 0.566
Br -2.90223 0.05157 0.84926 -0.07 0.15 -0.01 0.568
Br -2.31413 -2.97678 0.15939 -0.15 -0.31 -0.11 0.581
H -0.79517 -1.07124 0.23027 0.07 0.12 0.09 -0.122
```
Positions in Å, forces in eV/Å.

## Properties
Frontier orbital gap (Eh): 0.3723

| no. | total energy (eV) |
| --- | --- |
| 1 | -167235.730 |
| 2 | -158391.319 |
| 3 | -158390.055 |
| 4 | -223569.983 |
| 5 | -221520.039 |
| 6 | -422360.618 |